i) A 2-piece molecular cluster, C4H13N2S overall, computed with wB97M-V/def2-TZVPD.

Cartesian coordinates (Å):
1 C 1.927 2.890 0.339
2 C -2.973 -1.236 0.488
3 C -0.639 -2.193 0.163
4 C -1.019 0.178 0.035
5 N 1.724 1.534 -0.151
6 N -1.516 -1.087 0.090
7 S -1.829 1.633 0.000
8 H 1.246 3.632 -0.212
9 H 1.703 2.899 1.464
10 H 3.068 3.177 0.184
11 H -3.137 -2.225 1.018
12 H -3.334 -0.432 1.266
13 H -3.669 -1.173 -0.321
14 H -0.837 -2.980 -0.497
15 H 0.448 -2.078 0.142
16 H -0.716 -2.727 1.073
17 H 0.018 0.301 -0.134
18 H 2.656 1.081 -0.018
19 H 1.746 1.505 -1.192
20 H -3.195 1.345 0.467

Properties
Net charge ... +1
LUMO level ... -4.4 eV
Multiplicity ... 1

ii) An isolated ion of composition C4H13N2S and charge +1, computed with wB97M-V/def2-TZVPD.

Cartesian coordinates (Å):
1 C 2.224 -0.242 0.936
2 N 1.666 0.859 0.169
3 C 0.704 0.507 -0.934
4 C -0.494 -0.234 -0.280
5 N -0.701 0.375 1.111
6 C -1.720 -0.195 -1.171
7 S -3.204 -0.783 -0.203
8 H 1.914 -0.158 1.994
9 H 3.302 -0.332 0.977
10 H 1.877 -1.206 0.544
11 H 2.370 1.497 -0.175
12 H 1.249 0.041 -1.751
13 H 0.223 1.448 -1.182
14 H -0.244 -1.272 -0.095
15 H -0.634 -0.368 1.800
16 H -1.547 0.928 1.299
17 H 0.040 1.123 1.219
18 H -1.973 0.799 -1.578
19 H -1.648 -0.752 -2.098
20 H -3.406 -2.036 -0.581

Properties
SMILES string ... CNC[C@@H]([NH3+])CS
Net charge ... +1
LUMO level ... -3.2 eV
Multiplicity ... 1

Stability ranking, top and bottom: ii) is the most stable and i) is the least stable.

i) A 2-piece molecular cluster, C4H13N2S overall, computed with wB97M-V/def2-TZVPD.

Cartesian coordinates (Å):
1 C -2.208 0.821 1.085
2 N 0.271 -1.165 0.282
3 C 1.391 -0.785 -0.429
4 C 2.490 -0.277 0.562
5 S 3.893 0.508 -0.261
6 C -2.241 1.113 -0.440
7 N -1.696 -0.041 -1.198
8 H -2.395 1.784 1.616
9 H -2.984 0.072 1.385
10 H 0.345 -2.196 0.184
11 H 1.248 0.190 -1.055
12 H 1.765 -1.587 -1.239
13 H 2.174 0.429 1.311
14 H 2.839 -1.043 1.243
15 H 4.720 -0.511 -0.606
16 H -1.692 2.044 -0.724
17 H -3.259 1.365 -0.781
18 H -2.464 -0.532 -1.626
19 H -0.985 -0.576 -0.647
20 H -1.214 0.387 1.337

Properties
Net charge ... +1
LUMO level ... -8.5 eV
Multiplicity ... 1

ii) A 2-piece molecular cluster, C4H13N2S overall, computed with wB97M-V/def2-TZVPD.

Cartesian coordinates (Å):
1 C -1.254 0.083 2.176
2 N -2.742 -0.995 -1.070
3 C -2.034 -0.379 -0.117
4 N -1.881 -0.794 1.129
5 H -1.906 0.961 2.368
6 H -0.252 0.399 1.822
7 H -1.121 -0.492 3.119
8 H -3.235 -1.842 -0.816
9 H -2.817 -0.668 -2.015
10 H -1.550 0.564 -0.359
11 H -2.461 -1.555 1.460
12 C 2.740 -0.322 0.210
13 S 1.246 0.130 -0.710
14 C 1.935 1.343 -1.959
15 H 2.995 0.404 1.043
16 H 3.533 -0.436 -0.496
17 H 2.610 -1.286 0.635
18 H 1.117 1.853 -2.525
19 H 2.390 2.172 -1.369
20 H 2.687 0.861 -2.525

Properties
Net charge ... +1
LUMO level ... -3.4 eV
Multiplicity ... 1

Stability ranking, top and bottom: ii) is the most stable and i) is the least stable.